The following is a DFT calculation (ωB97M-V/def2-TZVPD) of a cluster of 12 separate species, H24O12 in total at a distorted geometry.

Computed properties:
DFT total energy (Ha): -917.221108
SMILES string: O.O.O.O.O.O.O.O.O.O.O.O
Spin multiplicity: 1
LUMO energy (eV): 0.09
HOMO energy (eV): -9.52
Gap between HOMO and LUMO (eV): 9.611

Atoms and positions in Å:
O -1.03 -2.02 1.98
H -0.05 -1.97 1.86
H -1.33 -2.61 1.28
O 1.08 2.03 1.29
H 1.29 2.10 2.27
H 1.34 2.88 0.91
O -0.96 -0.50 -0.27
H -0.38 -0.19 0.45
H -1.58 -1.08 0.17
O 1.20 -1.03 0.95
H 1.32 -1.10 -0.01
H 1.51 -0.12 1.24
O -1.74 1.60 -1.02
H -1.24 1.26 -1.75
H -2.49 1.07 -0.73
O -0.77 -0.80 -3.46
H -1.07 -0.10 -2.86
H -0.22 -1.38 -2.91
O 2.42 -0.02 -3.49
H 3.13 0.52 -3.14
H 1.55 0.38 -3.35
O 2.61 -1.65 3.32
H 2.14 -1.16 2.64
H 3.08 -0.95 3.82
O -2.37 1.53 -3.82
H -1.67 2.16 -4.03
H -2.57 0.88 -4.49
O 1.52 -2.22 -1.74
H 1.95 -3.08 -1.80
H 1.90 -1.84 -2.55
O -2.63 0.58 2.83
H -2.12 -0.09 2.38
H -3.48 0.23 3.11
O 0.22 2.18 3.74
H -0.35 1.47 3.42
H -0.21 3.05 3.74

These are the natural (NBO) partial charges, in e, on atoms 1 to 2: -0.981 0.509